Below is an isolated molecule of C7H12N2O in a non-equilibrium geometry, with properties calculated with ωB97M-V/def2-TZVPD.

```
! wB97M-V def2-TZVPD RIJCOSX def2/J DEFGRID3
* xyz 0 1
N 3.04 1.27 -0.15
C 2.36 0.20 0.12
C 0.91 -0.01 -0.27
C 0.27 -1.19 0.47
C -1.11 -1.47 -0.13
C -1.92 -0.21 -0.39
C -2.22 0.80 0.68
C -1.24 1.13 -0.42
N 0.17 1.23 -0.09
H 0.91 -0.25 -1.35
H 0.89 -2.09 0.38
H 0.20 -0.94 1.54
H -0.98 -1.99 -1.09
H -1.68 -2.15 0.53
H -2.71 -0.34 -1.14
H -3.20 1.29 0.67
H -1.81 0.63 1.67
H -1.57 1.84 -1.18
H 0.27 1.54 0.87
O 3.09 -0.90 0.02
H 2.42 2.07 -0.21
H 3.91 -0.47 -0.53
*
```

As for the SMILES: [H]/N=C(/O)[C@H]1CC[C@H]2C[C@H]2N1. The value obtained for the lowest unoccupied orbital energy is 0.707 eV. As for the HOMO-LUMO gap: 0.358 Eh.